Entry 1:
C5H13NO | ωB97M-V with the def2-TZVPD basis set

Results
Orbital gap = 9.40 eV
Electronic energy = -328.24428 hartree
Strongest force on any atom = 0.03235 hartree/bohr
Energy above the lowest of the compared OMol25 structures with the same formula, charge and spin = 46.8 kcal per mole
HOMO energy = -9.0 eV
SMILES = C/C=C/CCN.O
LUMO level = 0.449 eV

Geometry as XYZ:
```
20
C5H13NO (ωB97M-V with the def2-TZVPD basis set)
C 0.8279 -0.0224 0.5598
C -0.2092 -0.7744 1.3881
C -1.6477 -0.6385 1.0176
C -2.1378 0.4306 0.3694
C -3.6018 0.7537 0.2565
N 0.7236 0.0035 -0.9408
H 1.8182 -0.4753 0.7600
H 0.7473 1.0017 0.9324
H -0.1252 -0.4612 2.4453
H 0.0934 -1.8404 1.4685
H -2.3174 -1.4826 1.1563
H -1.3755 1.1176 0.0169
H -3.9237 1.2551 1.1784
H -4.3317 -0.0568 0.1680
H -3.9637 1.4475 -0.5130
H 1.7105 0.0254 -1.1875
H 0.5164 -0.9494 -1.2467
H 6.1728 0.5333 -2.0456
H 5.0702 -0.1040 -2.8686
O 5.9535 0.2366 -2.9150
```

Partial charges, natural (NBO), in e: -0.223, -0.448, -0.202, -0.183, -0.658, -0.817, 0.178, 0.186, 0.222, 0.200, 0.197, 0.208, 0.218, 0.217, 0.219, 0.342, 0.344, 0.467, 0.466, -0.933



Entry 2:
C5H13NO | ωB97M-V with the def2-TZVPD basis set

Results
Orbital gap (spin up / spin down) = 7.38 / 7.38 eV
Electronic energy = -328.13370 hartree
Strongest force on any atom = 0.11919 hartree/bohr
Energy above the lowest of the compared OMol25 structures with the same formula, charge and spin = 116.2 kcal per mole
HOMO energy (spin up / spin down) = -6.5 / -6.5 eV
LUMO level (spin up / spin down) = 0.840 / 0.840 eV

Geometry as XYZ:
```
20
C5H13NO (ωB97M-V with the def2-TZVPD basis set)
C 0.3930 0.2811 -0.1928
C -0.6216 -0.4671 0.4756
C 0.9317 -0.1596 -1.5214
C 0.6573 -1.8533 1.0132
C -1.5588 1.4064 -0.6449
N 1.1613 1.1452 0.5216
O -0.9919 -0.0397 1.7505
H -1.8999 0.2903 1.6420
H -1.2944 -1.0757 -0.1092
H 0.8227 1.3909 1.4436
H 2.1444 1.2350 0.3241
H 0.8758 0.6783 -2.2205
H 0.3549 -0.9894 -1.9269
H 1.9766 -0.4699 -1.4445
H 1.3523 -1.4434 1.7417
H 1.1567 -2.3405 0.1773
H -0.0417 -2.5391 1.4874
H -1.2222 2.4445 -0.5695
H -2.5775 1.3720 -0.2455
H -1.6186 1.1340 -1.7019
```

Partial charges, natural (NBO), in e: 0.383, 0.143, -0.675, -0.735, -0.906, -0.815, -0.727, 0.488, 0.206, 0.413, 0.395, 0.244, 0.234, 0.226, 0.198, 0.184, 0.203, 0.186, 0.179, 0.176



Entry 3:
C5H13NO | ωB97M-V with the def2-TZVPD basis set

Results
Orbital gap = 8.24 eV
Electronic energy = -328.27963 hartree
Strongest force on any atom = 0.02153 hartree/bohr
Energy above the lowest of the compared OMol25 structures with the same formula, charge and spin = 24.6 kcal per mole
HOMO energy = -7.4 eV
SMILES = CC(C)=C(C)N.O
LUMO level = 0.798 eV

Geometry as XYZ:
```
20
C5H13NO (ωB97M-V with the def2-TZVPD basis set)
C -0.7803 -1.0777 -1.5239
N -0.5944 0.8182 0.4979
C 0.5072 -0.0451 0.2809
C 0.4701 -0.9762 -0.6782
C 1.6827 -1.6955 -1.2006
C 1.5465 0.0440 1.3629
H -0.6274 -1.7643 -2.3514
H -1.6672 -1.3298 -0.9431
H -1.0499 -0.1108 -1.9622
H -0.9212 1.2102 -0.3761
H -0.3216 1.5683 1.1181
H 2.5450 -1.4220 -0.5881
H 1.6213 -2.7844 -1.1446
H 1.8935 -1.3894 -2.2223
H 1.9729 1.0538 1.3371
H 2.3743 -0.6343 1.1723
H 1.1214 -0.1935 2.3355
H -3.2145 3.5940 1.2590
H -3.5947 2.4496 2.1596
O -2.9638 2.6849 1.4671
```

Partial charges, natural (NBO), in e: -0.636, -0.813, 0.186, -0.090, -0.619, -0.652, 0.210, 0.223, 0.194, 0.368, 0.368, 0.205, 0.205, 0.206, 0.204, 0.217, 0.221, 0.465, 0.470, -0.932



Repeat the first record exactly.
C5H13NO | ωB97M-V with the def2-TZVPD basis set

Results
Orbital gap = 9.40 eV
Electronic energy = -328.24428 hartree
Strongest force on any atom = 0.03235 hartree/bohr
Energy above the lowest of the compared OMol25 structures with the same formula, charge and spin = 46.8 kcal per mole
HOMO energy = -9.0 eV
SMILES = C/C=C/CCN.O
LUMO level = 0.449 eV

Geometry as XYZ:
```
20
C5H13NO (ωB97M-V with the def2-TZVPD basis set)
C 0.8279 -0.0224 0.5598
C -0.2092 -0.7744 1.3881
C -1.6477 -0.6385 1.0176
C -2.1378 0.4306 0.3694
C -3.6018 0.7537 0.2565
N 0.7236 0.0035 -0.9408
H 1.8182 -0.4753 0.7600
H 0.7473 1.0017 0.9324
H -0.1252 -0.4612 2.4453
H 0.0934 -1.8404 1.4685
H -2.3174 -1.4826 1.1563
H -1.3755 1.1176 0.0169
H -3.9237 1.2551 1.1784
H -4.3317 -0.0568 0.1680
H -3.9637 1.4475 -0.5130
H 1.7105 0.0254 -1.1875
H 0.5164 -0.9494 -1.2467
H 6.1728 0.5333 -2.0456
H 5.0702 -0.1040 -2.8686
O 5.9535 0.2366 -2.9150
```

Partial charges, natural (NBO), in e: -0.223, -0.448, -0.202, -0.183, -0.658, -0.817, 0.178, 0.186, 0.222, 0.200, 0.197, 0.208, 0.218, 0.217, 0.219, 0.342, 0.344, 0.467, 0.466, -0.933